114
Properties=species:S:1:pos:R:3 method="wB97M-V/def2-TZVPD" orbital_gap_ev=9.01 charge=0 max_force_ev_per_a=2.4 relative_energy_kcal_mol=3.2 e_homo_ev=-8.50
C -2.95 1.11 -2.74
O -4.25 1.54 -2.41
H -2.87 0.32 -3.49
H -2.36 1.94 -3.14
H -2.43 0.75 -1.85
H -4.59 0.86 -1.80
C -5.94 -4.29 -3.35
O -5.44 -3.71 -2.17
C -4.21 -2.99 -2.35
C -3.93 -2.10 -1.19
N -5.01 -1.07 -1.06
C -5.43 -0.83 0.31
C -6.56 0.18 0.33
O -7.65 -0.49 -0.27
C -8.83 0.30 -0.35
H -6.36 -3.60 -4.09
H -6.76 -4.90 -2.98
H -5.18 -4.87 -3.88
H -4.28 -2.42 -3.28
H -3.46 -3.79 -2.37
H -2.98 -1.58 -1.31
H -3.88 -2.60 -0.21
H -5.78 -1.51 -1.54
H -4.52 -0.43 0.80
H -5.73 -1.72 0.88
H -6.30 1.07 -0.26
H -6.83 0.58 1.32
H -9.02 0.71 0.64
H -9.63 -0.32 -0.74
H -8.68 1.10 -1.10
C 2.54 2.30 3.47
O 1.27 2.11 4.05
C 0.22 2.35 3.12
C 0.04 1.14 2.19
N -0.02 -0.17 2.82
C -1.06 -0.31 3.85
C -1.19 -1.78 4.22
O 0.04 -2.31 4.66
C -0.20 -3.60 5.18
H 3.23 1.76 4.12
H 2.79 3.37 3.56
H 2.71 1.87 2.48
H 0.51 3.20 2.49
H -0.72 2.57 3.61
H 0.71 1.10 1.34
H -0.90 1.29 1.63
H 0.85 -0.35 3.31
H -2.00 0.14 3.50
H -0.75 0.30 4.71
H -1.56 -2.37 3.38
H -1.96 -1.81 5.00
H -1.02 -3.54 5.90
H 0.64 -3.94 5.79
H -0.36 -4.36 4.42
C 4.86 2.74 -4.22
C 3.77 3.61 -3.63
C 2.38 3.47 -4.27
O 3.64 3.46 -2.21
H 4.52 1.70 -4.18
H 5.79 2.85 -3.67
H 5.07 3.01 -5.26
H 4.09 4.64 -3.79
H 2.34 3.74 -5.32
H 1.63 4.05 -3.74
H 2.14 2.40 -4.19
H 3.99 4.23 -1.77
C 3.00 -0.59 -1.72
C 1.52 -0.25 -1.74
C 0.60 -1.23 -1.02
O 1.41 1.02 -1.08
H 3.45 -0.40 -0.74
H 3.53 -0.01 -2.48
H 3.20 -1.63 -2.01
H 1.19 -0.27 -2.78
H -0.42 -0.85 -1.13
H 0.83 -1.41 0.03
H 0.58 -2.23 -1.46
H 2.09 1.59 -1.46
C -2.83 4.55 -1.57
C -1.47 4.55 -0.92
C -0.51 3.38 -1.21
O -0.78 5.80 -1.16
H -3.44 5.46 -1.49
H -3.49 3.82 -1.10
H -2.79 4.30 -2.64
H -1.60 4.51 0.17
H 0.01 3.34 -2.16
H -1.11 2.47 -1.17
H 0.26 3.34 -0.44
H -1.24 6.18 -1.92
C 3.77 -4.73 -0.46
C 3.21 -4.65 0.96
C 2.33 -3.43 1.13
O 2.44 -5.84 1.23
H 4.52 -5.50 -0.63
H 4.37 -3.82 -0.63
H 3.00 -4.80 -1.23
H 4.06 -4.68 1.63
H 2.89 -2.53 0.86
H 2.09 -3.23 2.19
H 1.33 -3.47 0.70
H 1.78 -5.89 0.53
C 5.17 0.45 2.16
C 6.40 -0.43 2.51
C 7.61 0.31 1.92
O 6.54 -0.46 3.92
H 5.35 1.50 2.37
H 4.24 0.01 2.53
H 5.02 0.40 1.07
H 6.28 -1.42 2.07
H 7.32 0.65 0.92
H 8.44 -0.39 1.74
H 7.96 1.16 2.49
H 5.70 -0.75 4.30

44
Properties=species:S:1:pos:R:3 method="wB97M-V/def2-TZVPD" orbital_gap_ev="5.47 / 6.00" charge=-2 max_force_ev_per_a=0.6 e_homo_ev="-1.43 / -1.97" multiplicity=6
Mn -2.21 0.47 -2.68
S -4.24 2.31 -6.34
C -3.45 1.61 -5.06
S -1.86 2.12 -4.55
S -4.14 0.29 -4.16
C -0.70 -6.24 2.89
C -1.22 -5.21 1.92
C -0.62 -3.97 1.78
C -1.08 -3.02 0.88
C -0.37 -1.71 0.80
C -2.21 -3.29 0.08
Te -3.03 -1.86 -1.30
C -2.82 -4.55 0.21
C -4.03 -4.97 -0.59
C -2.32 -5.48 1.12
H 0.17 -5.86 3.43
H -0.40 -7.16 2.38
H -1.46 -6.51 3.63
H 0.25 -3.73 2.39
H 0.47 -1.67 1.49
H -1.04 -0.88 1.01
H 0.00 -1.53 -0.21
H -4.36 -4.20 -1.27
H -4.86 -5.22 0.08
H -3.80 -5.87 -1.17
H -2.82 -6.44 1.20
S 2.07 6.00 -2.87
C 1.55 4.69 -1.98
S 0.28 3.67 -2.57
C 0.41 2.64 -1.16
N 1.33 3.04 -0.34
N 1.96 4.20 -0.78
C 2.96 4.69 0.10
C 3.34 3.88 1.18
C 4.31 4.32 2.06
C 4.92 5.55 1.90
C 4.55 6.34 0.83
C 3.58 5.93 -0.07
S -0.53 1.23 -0.85
H 2.86 2.93 1.31
H 4.58 3.68 2.89
H 5.68 5.88 2.60
H 5.01 7.31 0.68
H 3.29 6.56 -0.90

17
Properties=species:S:1:pos:R:3 method="wB97M-V/def2-TZVPD" orbital_gap_ev=9.90 charge=0 max_force_ev_per_a=1.3 relative_energy_kcal_mol=7.5 e_homo_ev=-8.98
C -2.32 -0.24 1.03
C -2.32 0.98 0.09
H -2.95 -0.04 1.89
H -1.36 -0.31 1.54
H -2.59 -1.16 0.53
H -2.68 0.77 -0.91
H -2.89 1.81 0.50
H -1.32 1.41 0.03
C 2.16 0.19 -1.47
C 1.89 -0.20 -0.01
S 1.59 -2.00 0.12
H 1.22 0.32 -1.99
H 2.70 -0.59 -2.00
H 2.77 1.09 -1.50
H 2.73 -0.02 0.65
H 0.99 0.29 0.33
H 2.39 -2.28 1.16

41
Properties=species:S:1:pos:R:3 method="wB97M-V/def2-TZVPD" orbital_gap_ev=3.56 charge=-1 max_force_ev_per_a=7.6 relative_energy_kcal_mol=67.5 e_homo_ev=-1.62
Li 0.56 -0.58 0.11
O 2.88 -2.93 1.53
C 3.83 -3.59 0.70
C 3.99 -3.19 -0.82
O 2.95 -2.59 -1.61
H 3.63 -4.65 0.86
H 4.78 -3.58 1.23
H 4.27 -4.05 -1.43
H 4.89 -2.59 -0.86
C -1.53 -7.63 3.24
O -2.54 -8.28 3.40
N -1.50 -6.36 3.20
N -0.26 -8.03 3.26
H -0.66 -5.86 2.97
H -2.31 -5.75 3.22
H 0.43 -7.30 3.20
H 0.12 -8.95 3.39
C -3.41 -0.03 -0.32
O -2.25 0.82 -0.38
C -2.63 2.24 -0.49
C -1.51 3.15 -1.09
N -0.30 3.18 -0.31
C 0.90 3.81 -0.86
C 0.75 5.32 -0.92
O 0.11 5.61 -2.15
C 0.32 6.87 -2.74
H -4.16 0.27 -1.05
H -3.91 -0.10 0.64
H -3.14 -1.03 -0.66
H -3.00 2.61 0.47
H -3.53 2.41 -1.08
H -1.85 4.18 -1.23
H -1.28 2.72 -2.06
H -0.61 3.76 0.45
H 1.22 3.43 -1.83
H 1.61 3.58 -0.06
H 1.76 5.71 -0.99
H 0.36 5.86 -0.06
H -0.15 7.69 -2.20
H -0.19 6.83 -3.71
H 1.38 7.02 -2.96

11
Properties=species:S:1:pos:R:3 method="wB97M-V/def2-TZVPD" orbital_gap_ev=7.27 charge=-1 max_force_ev_per_a=4.9 relative_energy_kcal_mol=52.8 e_homo_ev=-3.19
C -1.16 -0.40 2.19
S -0.05 -1.68 1.27
H -1.42 -0.60 3.21
H -1.08 0.78 2.22
H -2.10 -0.63 1.73
C 1.09 1.02 -2.00
N 0.92 -0.14 -1.46
O 1.60 1.07 -3.19
H 0.57 1.78 -1.47
H 0.22 -0.34 -0.46
H 1.41 -0.85 -2.02

9
Properties=species:S:1:pos:R:3 method="wB97M-V/def2-TZVPD" orbital_gap_ev="5.46 / 5.46" charge=0 max_force_ev_per_a=8.4 relative_energy_kcal_mol=84.0 e_homo_ev="-8.79 / -8.79"
C -1.07 0.28 -0.06
C 0.05 1.02 0.12
C -0.67 -1.11 -0.04
C 1.07 0.02 0.07
N 0.69 -1.23 0.07
S 3.26 0.21 0.00
H -2.01 0.73 -0.20
H 0.00 2.12 0.21
H -1.31 -2.05 -0.16